1.
Formula: C26H59ClFO9
Source: the Open Molecules 2025 dataset
Level of theory: the ωB97M-V functional and the def2-TZVPD basis

The geometry in XYZ format:
```
96
Properties=species:S:1:pos:R:3:lowdin_charge:R:1
Cl -1.106 -1.236 1.832 0.402
F -1.590 -2.562 6.189 -0.002
O 6.557 -0.875 3.072 -0.066
O -1.327 6.414 2.572 -0.064
O -2.436 2.825 -0.309 -0.065
O -3.094 -1.015 -4.648 -0.069
O -0.632 -4.468 5.230 0.006
O 2.378 1.031 1.286 -0.072
O -5.384 -3.593 -0.509 0.014
O -1.159 -3.197 -7.480 -0.082
O -3.585 -3.031 0.920 -0.099
C -1.925 -3.191 3.594 -0.211
C -4.242 -1.479 -5.357 -0.492
C 7.826 -0.331 3.424 -0.502
C 1.215 -3.417 -7.808 -0.070
C 8.923 -1.101 2.706 -0.067
C 3.648 1.573 1.638 -0.491
C 0.105 -2.654 -7.103 -0.494
C -0.588 2.531 1.205 -0.069
C 4.744 0.802 0.918 -0.070
C -3.798 -2.178 -6.632 -0.066
C -5.160 -0.305 -5.657 -0.064
C -2.766 -1.190 -1.246 -0.122
C -0.576 4.983 4.355 -0.058
C -1.179 2.166 -0.146 -0.491
C 0.255 -2.727 -5.591 -0.053
C -4.442 -2.408 1.916 -0.213
C -2.220 -1.633 3.303 -0.621
C -2.108 6.925 4.789 -0.073
C -1.718 5.827 3.812 -0.498
C -3.308 -2.692 -1.606 -0.100
C -4.211 -3.137 -0.341 -0.388
C -3.739 -1.356 2.886 -0.273
C -0.250 2.564 -1.283 -0.061
C 3.825 1.507 3.147 -0.060
C -1.325 -3.425 5.093 -0.321
C 8.002 -0.395 4.933 -0.065
H -2.839 -3.873 3.543 0.102
H -1.271 2.250 2.011 0.082
H 0.200 -3.764 -5.244 0.086
H -1.071 -3.536 2.902 0.085
H -2.996 -0.464 -2.091 0.060
H -2.631 -0.384 -5.215 0.090
H 0.369 2.028 1.366 0.054
H -3.872 -2.728 -2.591 0.090
H 8.904 -2.160 2.984 0.081
H 0.718 2.062 -1.196 0.074
H -2.430 6.505 5.746 0.078
H -3.238 -1.494 -7.278 0.081
H 1.088 -3.366 -8.893 0.077
H -1.181 -4.122 -7.201 0.094
H 7.835 0.712 3.097 0.136
H -0.555 -2.184 -5.097 0.070
H -1.648 -1.242 -0.972 0.050
H -5.461 0.194 -4.732 0.082
H 3.025 2.055 3.651 0.078
H 0.318 5.594 4.521 0.080
H 8.778 -1.056 1.623 0.079
H 3.658 2.617 1.312 0.137
H -5.305 -1.880 1.357 0.127
H -0.693 2.306 -2.249 0.071
H 5.731 1.206 1.156 0.071
H 1.209 -2.302 -5.268 0.083
H 7.951 -1.429 5.289 0.082
H -1.268 7.603 4.970 0.077
H -0.433 3.614 1.284 0.068
H -2.922 7.530 4.382 0.076
H 0.118 -1.608 -7.423 0.139
H 4.724 -0.256 1.195 0.074
H -4.657 -2.561 -7.192 0.082
H 2.198 -3.013 -7.552 0.079
H -1.367 1.090 -0.186 0.100
H -4.896 -3.247 2.550 0.117
H -4.647 0.444 -6.269 0.079
H -0.083 3.647 -1.290 0.075
H 8.962 0.031 5.237 0.078
H -4.758 -2.192 -4.708 0.132
H -2.278 3.778 -0.275 0.079
H -3.132 -3.009 -6.402 0.061
H -4.335 -1.272 3.871 0.103
H -3.778 -0.323 2.403 0.083
H 7.201 0.152 5.437 0.080
H -6.059 -0.632 -6.187 0.078
H 9.911 -0.696 2.943 0.078
H 2.358 0.107 1.571 0.097
H -0.852 4.505 5.298 0.084
H -0.562 6.980 2.739 0.084
H 3.773 0.473 3.501 0.083
H -2.377 -3.373 -1.584 0.120
H 6.538 -1.799 3.357 0.095
H -3.279 -0.764 -0.304 0.071
H -2.583 5.189 3.611 0.143
H 4.786 1.931 3.451 0.073
H -0.298 4.206 3.638 0.064
H 4.598 0.848 -0.165 0.076
H 1.193 -4.478 -7.537 0.080
```

Results
- HOMO-LUMO gap: 4.66 eV
- Strongest force on any atom: 5.29 eV/Å
- Calculated total energy: -61583.703 eV
- M: 570.20 g/mol
- Total charge: -1

---

2.
Formula: C26H59N4O13
Source: the Open Molecules 2025 dataset
Level of theory: the ωB97M-V functional and the def2-TZVPD basis

The geometry in XYZ format:
```
102
Properties=species:S:1:pos:R:3:lowdin_charge:R:1
O -0.170 -2.085 -0.539 -0.109
O -3.561 6.414 0.589 -0.153
O -0.184 -2.720 1.842 0.052
O -3.598 -7.560 -0.798 -0.141
O -3.530 -1.071 1.327 -0.132
O -4.142 4.941 3.921 -0.140
O -0.086 -6.427 -3.411 -0.140
O 6.890 -0.097 -2.782 -0.151
O 4.256 4.861 -1.036 -0.130
O -4.995 -1.099 2.770 0.079
O -1.604 -7.402 -6.163 -0.135
O 3.321 5.458 1.094 -0.007
O -5.217 -2.135 -1.135 -0.135
N -3.844 -1.484 2.590 0.027
N 1.658 0.759 1.255 -0.021
N -1.994 2.730 1.826 0.091
N 3.632 -1.105 -2.622 -0.051
C -2.515 0.031 1.415 -0.017
C 0.441 3.889 1.776 -0.127
C 1.232 -1.831 -0.932 -0.183
C 2.415 0.912 2.554 -0.215
C -4.746 -6.750 -0.619 -0.161
C 4.994 3.594 -0.854 -0.198
C -4.708 7.224 0.768 -0.158
C -6.178 -1.300 -1.754 -0.162
C 1.791 -2.939 -2.045 -0.142
C 3.889 1.003 5.399 -0.148
C -1.114 -5.930 -2.574 -0.162
C -0.370 -1.776 0.916 -0.211
C 0.345 4.773 0.359 -0.163
C 1.607 4.357 -0.623 -0.097
C -2.478 -6.503 -6.820 -0.158
C 0.182 1.060 1.388 -0.030
C 2.864 -2.312 -3.115 -0.267
C -0.477 2.535 1.662 0.005
C 4.224 2.415 -1.739 -0.090
C 7.223 -0.433 -1.447 -0.169
C -4.651 3.705 4.387 -0.149
C -3.005 1.577 1.737 0.119
C -0.881 -0.223 1.244 0.167
C 1.932 -0.078 3.767 -0.185
C 2.303 0.634 5.209 -0.263
C 3.067 4.910 -0.122 -0.218
H -5.702 -0.371 -2.077 0.074
H -3.458 -6.971 -6.945 0.078
H -5.676 3.841 4.739 0.090
H -1.899 -5.479 -3.187 0.077
H 3.623 2.881 -2.630 0.097
H 0.905 -3.438 -2.666 0.120
H 1.886 -2.009 0.040 0.134
H -2.583 -5.601 -6.213 0.079
H 0.016 4.564 2.662 0.143
H -5.366 -7.167 0.178 0.075
H 3.510 -0.289 -3.265 0.070
H -0.488 -7.097 -3.990 0.059
H 0.442 5.920 0.667 0.141
H 6.391 -0.159 -0.794 0.070
H 3.432 1.857 -1.052 0.050
H 4.514 0.223 6.010 0.082
H 3.548 0.619 2.317 0.144
H 2.046 1.465 0.587 0.077
H 1.584 3.705 1.947 0.102
H 2.010 -0.050 6.143 0.123
H 1.376 -0.709 -1.309 0.122
H -4.159 1.824 1.908 0.144
H -2.063 -6.237 -7.795 0.077
H -5.329 6.807 1.565 0.073
H 7.646 -0.352 -3.338 0.093
H -6.590 -1.817 -2.624 0.084
H 1.602 3.175 -0.760 0.112
H -4.439 -5.733 -0.363 0.071
H -3.112 -7.557 0.044 0.085
H 2.333 -3.835 -1.496 0.123
H 1.412 4.830 -1.689 0.147
H 2.453 1.999 2.987 0.112
H -0.695 -5.172 -1.908 0.062
H 5.083 3.319 0.292 0.135
H -6.983 -1.083 -1.047 0.076
H -4.869 -1.650 -0.367 0.036
H -2.388 3.693 2.032 0.147
H -5.279 7.242 -0.163 0.085
H 2.270 -2.019 -4.101 0.124
H 3.925 2.013 6.034 0.089
H -1.527 -6.747 -1.978 0.062
H -4.401 8.241 1.024 0.082
H 4.965 1.575 -2.115 0.068
H 7.400 -1.509 -1.375 0.081
H 8.117 0.116 -1.145 0.081
H 6.079 3.682 -1.318 0.144
H -4.022 3.333 5.199 0.087
H 4.652 -1.330 -2.467 0.060
H -4.644 2.985 3.565 0.040
H -5.317 -6.732 -1.550 0.082
H 3.679 -3.121 -3.430 0.129
H 1.689 1.633 5.357 0.105
H 4.472 1.230 4.410 0.066
H 2.421 -1.141 3.769 0.125
H -1.531 -8.192 -6.725 0.089
H -3.075 6.417 1.431 0.062
H -4.161 5.559 4.672 0.095
H 0.753 -0.254 3.793 0.113
H -0.699 4.557 -0.154 0.125
```

Results
- HOMO-LUMO gap: 5.70 eV
- Strongest force on any atom: 9.37 eV/Å
- Relative energy (zero: lowest compared OMol25 entry of this formula, charge and spin): 1460.1 kJ/mol
- Calculated total energy: -60467.471 eV
- M: 635.77 g/mol
- Total charge: +1